{"formula": "C28H47Cl3N2O3PSiTb", "method": "wB97M-V/def2-TZVPD", "homo_lumo_gap_ev": [8.282, 8.288], "total_energy_ha": -4266.51426, "spin_multiplicity": 7, "s_squared": 12.68, "lumo_energy_ev": [0.443, 0.446], "symbols": ["C", "C", "H", "H", "H", "C", "C", "H", "H", "H", "H", "Tb", "Cl", "Cl", "H", "H", "C", "C", "N", "H", "C", "O", "H", "H", "H", "H", "H", "H", "C", "C", "N", "H", "C", "O", "H", "H", "H", "H", "O", "C", "C", "C", "H", "C", "H", "C", "H", "C", "C", "H", "H", "H", "Si", "Cl", "C", "C", "C", "H", "H", "H", "H", "H", "H", "H", "H", "H", "C", "P", "C", "C", "C", "C", "C", "C", "C", "H", "H", "H", "H", "H", "H", "H", "H", "H", "H", "H"], "coordinates": [[2.35, -0.02, -4.20], [0.87, -0.26, -4.11], [2.75, -0.30, -5.18], [2.87, -0.61, -3.42], [2.57, 1.04, -4.01], [0.24, -1.13, -4.92], [0.91, -2.02, -5.91], [-0.84, -1.25, -4.89], [1.91, -2.31, -5.60], [0.97, -1.58, -6.91], [0.31, -2.93, -6.02], [1.17, 0.17, 0.46], [1.38, 2.80, -0.03], [2.08, -1.58, 2.18], [-0.50, 1.63, 5.92], [0.67, 3.90, 5.65], [0.25, 1.18, 5.26], [1.39, 3.40, 4.99], [0.79, 2.22, 4.37], [-0.19, 0.39, 4.64], [0.76, 2.06, 3.05], [0.30, 1.03, 2.48], [1.70, 4.09, 4.21], [1.16, 2.90, 2.46], [1.06, 0.77, 5.88], [2.26, 3.13, 5.59], [1.31, -2.27, -2.07], [-1.26, -3.77, -2.85], [1.12, -3.06, -1.32], [-1.10, -4.13, -1.82], [-0.32, -3.16, -1.04], [1.68, -2.84, -0.40], [-0.95, -2.32, -0.22], [-0.41, -1.44, 0.50], [-2.07, -4.27, -1.33], [-2.05, -2.44, -0.19], [1.41, -4.02, -1.76], [-0.54, -5.07, -1.84], [0.62, -0.02, -1.73], [0.18, 0.47, -2.94], [-1.97, -0.80, -2.83], [-1.34, 0.41, -3.11], [-1.33, -1.62, -2.48], [-3.33, -0.97, -3.07], [0.47, 1.54, -2.98], [-2.08, 1.48, -3.64], [-3.82, -1.92, -2.80], [-4.07, 0.07, -3.64], [-3.44, 1.29, -3.93], [-1.57, 2.42, -3.85], [-5.13, -0.06, -3.87], [-4.01, 2.12, -4.36], [5.11, 0.77, 0.93], [3.66, 0.04, -0.59], [5.43, -0.71, 2.02], [4.49, 2.31, 1.74], [6.67, 1.18, -0.02], [4.51, -1.30, 2.16], [5.79, -0.44, 3.02], [6.19, -1.35, 1.56], [7.18, 0.27, -0.39], [7.36, 1.67, 0.69], [6.53, 1.88, -0.86], [3.40, 2.38, 1.76], [4.83, 3.21, 1.20], [4.85, 2.39, 2.77], [-4.46, 0.97, -0.20], [-2.79, 0.90, 0.57], [-2.74, 2.60, 1.23], [-3.25, -0.04, 2.07], [-2.86, 0.38, 3.35], [-3.10, -0.43, 4.46], [-3.71, -1.68, 4.31], [-4.10, -2.11, 3.03], [-3.88, -1.30, 1.91], [-4.42, 1.67, -1.05], [-5.20, 1.31, 0.54], [-4.74, -0.03, -0.57], [-2.89, 3.29, 0.39], [-3.52, 2.77, 1.97], [-1.76, 2.80, 1.68], [-2.35, 1.34, 3.48], [-2.79, -0.08, 5.45], [-3.90, -2.31, 5.18], [-4.57, -3.09, 2.90], [-4.18, -1.64, 0.92]]}


{"formula": "BrZr", "method": "wB97M-V/def2-TZVPD", "homo_lumo_gap_ev": 6.791, "total_charge": 3, "total_energy_ha": -2619.38619, "spin_multiplicity": 1, "de_lowest_kcal_mol": 34.6, "lumo_energy_ev": -21.268, "symbols": ["Zr", "Br"], "coordinates": [[0.14, 1.25, -0.50], [-0.14, -1.25, 0.50]]}


{"formula": "C9H26Cl2O10P2", "method": "wB97M-V/def2-TZVPD", "smiles": "COP(=O)(OC)OC.COP(=O)(OC)OC.ClCCl.OCCO", "homo_lumo_gap_ev": 9.878, "total_energy_ha": -2714.18336, "spin_multiplicity": 1, "lumo_energy_ev": 0.339, "symbols": ["C", "O", "P", "O", "O", "C", "O", "C", "H", "H", "H", "H", "H", "H", "H", "H", "H", "C", "O", "P", "O", "O", "C", "O", "C", "H", "H", "H", "H", "H", "H", "H", "H", "H", "Cl", "C", "Cl", "H", "H", "O", "C", "C", "O", "H", "H", "H", "H", "H", "H"], "coordinates": [[2.51, -2.24, 3.20], [2.94, -3.07, 2.12], [3.68, -2.38, 0.90], [4.91, -1.69, 1.23], [3.79, -3.58, -0.10], [5.09, -3.99, -0.56], [2.60, -1.41, 0.26], [1.27, -1.88, 0.00], [3.06, -2.49, 4.10], [1.44, -2.38, 3.38], [2.72, -1.18, 3.02], [4.96, -4.39, -1.57], [5.46, -4.81, 0.05], [5.78, -3.16, -0.57], [1.21, -2.18, -1.04], [0.60, -1.06, 0.22], [1.03, -2.75, 0.61], [-1.44, -0.61, -2.45], [-2.54, -0.68, -1.53], [-2.61, 0.32, -0.34], [-1.94, 1.59, -0.59], [-2.01, -0.41, 0.92], [-2.51, -1.69, 1.30], [-4.15, 0.41, -0.13], [-4.78, 0.67, 1.12], [-0.61, -0.05, -2.04], [-1.78, -0.13, -3.37], [-1.15, -1.62, -2.71], [-1.73, -2.44, 1.18], [-3.39, -1.98, 0.72], [-2.82, -1.66, 2.35], [-4.04, 0.72, 1.93], [-5.46, -0.14, 1.36], [-5.31, 1.61, 1.04], [0.22, 3.56, 1.36], [0.97, 1.99, 1.12], [0.77, 0.93, 2.54], [0.54, 1.49, 0.27], [2.04, 2.14, 1.02], [-0.01, 2.69, -2.05], [-0.45, 3.86, -2.72], [-1.09, 4.87, -1.79], [-2.37, 4.44, -1.34], [-0.69, 2.46, -1.41], [0.41, 4.32, -3.23], [-1.14, 3.58, -3.52], [-1.24, 5.78, -2.36], [-0.44, 5.05, -0.93], [-2.30, 3.55, -0.98]]}


{"formula": "C2H2O2", "method": "wB97M-V/def2-TZVPD", "smiles": "O=CC=O", "homo_lumo_gap_ev": 9.168, "total_energy_ha": -227.83790, "spin_multiplicity": 1, "de_lowest_kcal_mol": 6.2, "lumo_energy_ev": -1.161, "symbols": ["O", "C", "C", "O", "H", "H"], "coordinates": [[1.35, 0.63, 0.36], [0.80, -0.17, -0.34], [-0.70, -0.40, -0.39], [-1.46, 0.04, 0.47], [1.39, -0.86, -1.06], [-1.09, -1.06, -1.19]]}